No. 1
Below is C14H32NO3P2SiSn as an isolated structure in a non-equilibrium geometry, with properties calculated with wB97M-V/def2-TZVPD.

Structure (XYZ):
```
54
Properties=species:S:1:pos:R:3:forces:R:3:lowdin_charge:R:1
Sn 0.130 -0.010 0.680 -0.9 -1.9 -1.2 1.135
P 2.332 -0.083 -0.598 1.4 -0.1 -0.2 0.823
C 2.175 1.286 -1.740 -1.3 -1.4 -1.9 -0.233
C 0.854 1.536 -2.331 0.4 0.2 0.4 -0.304
N -0.246 1.127 -1.646 -0.3 0.2 1.0 0.048
C -1.464 1.539 -2.024 0.6 -0.3 0.3 -0.279
C -1.642 2.305 -3.179 0.2 0.2 -0.5 0.059
C -0.529 2.704 -3.920 -0.4 -0.2 -0.2 0.045
C 0.734 2.330 -3.481 0.4 0.0 0.2 0.061
C -2.661 1.188 -1.160 0.4 -0.2 -0.7 -0.224
P -2.246 0.946 0.599 -1.2 1.0 0.0 0.833
H 1.656 2.665 -3.963 -0.4 -0.1 -0.1 0.152
H -2.653 2.577 -3.488 0.3 0.0 0.1 0.151
H -0.646 3.277 -4.844 0.0 -0.1 0.4 0.152
H -3.382 2.009 -1.262 0.0 -0.2 0.3 0.126
H -3.148 0.283 -1.554 0.1 0.1 0.2 0.133
H 2.330 2.393 -0.967 -0.2 2.2 1.5 0.021
H 2.972 1.328 -2.481 0.3 0.3 0.2 0.138
H 1.957 2.983 1.054 -0.3 -0.1 0.8 0.048
O 2.227 3.324 -0.298 1.8 -0.5 -0.7 -0.078
H 3.122 3.768 -0.415 -1.4 -0.4 0.3 0.145
H 0.773 1.513 1.791 1.5 1.5 0.4 0.094
O 1.649 2.698 2.083 -2.3 -1.0 -1.3 -0.050
H 0.875 3.289 2.300 1.1 -0.3 0.1 0.111
C -2.247 2.623 1.327 0.2 -0.2 0.2 -0.205
H -3.211 3.120 1.143 0.2 -0.2 0.0 0.087
H -2.116 2.527 2.416 0.0 0.1 -0.3 0.076
H -1.451 3.246 0.887 -0.2 -0.2 0.2 0.061
C -3.569 -0.033 1.329 0.2 -0.3 0.2 -0.193
H -3.341 -0.204 2.386 -0.1 -0.1 -0.1 0.072
H -4.534 0.481 1.267 0.2 0.2 -0.1 0.093
H -3.650 -0.998 0.815 0.1 0.2 0.1 0.073
C 2.500 -1.544 -1.644 -0.4 -0.3 0.0 -0.169
H 3.479 -1.560 -2.145 -0.2 0.1 0.2 0.095
H 2.394 -2.415 -0.986 0.0 0.0 -0.3 0.069
H 1.705 -1.538 -2.407 0.2 -0.1 0.3 0.085
C 3.844 0.137 0.405 -0.3 0.1 0.2 -0.172
H 3.979 -0.774 1.008 0.0 0.2 -0.1 0.081
H 4.737 0.277 -0.225 -0.4 -0.1 0.0 0.093
H 3.744 1.001 1.083 0.0 -0.3 -0.2 0.060
C -1.809 -2.946 2.708 0.1 0.3 -0.2 -0.159
Si -0.486 -3.245 1.406 -0.5 -2.8 1.5 0.275
C 1.135 -3.550 2.292 0.0 0.3 -0.2 -0.161
C -0.950 -4.772 0.393 0.1 0.5 -0.2 -0.145
O -0.348 -1.951 0.408 0.7 3.6 -0.7 -0.499
H -1.990 -3.885 3.251 0.0 0.3 -0.1 0.062
H -2.765 -2.618 2.281 0.1 -0.2 0.1 0.015
H -1.495 -2.198 3.448 0.0 -0.1 0.0 0.037
H 1.064 -4.489 2.858 0.1 0.2 -0.1 0.061
H 1.978 -3.640 1.595 -0.1 -0.1 0.1 0.030
H 1.376 -2.753 3.007 0.0 -0.1 0.0 0.033
H -1.912 -4.621 -0.123 0.3 -0.1 0.1 0.042
H -0.182 -4.986 -0.368 -0.3 0.0 0.2 0.040
H -1.049 -5.668 1.029 0.1 0.4 -0.1 0.059
```
Forces are in eV/Å.

Properties
Kohn-Sham gap (spin up / spin down) = 4.27 / 4.98 eV
Energy above the lowest of the compared OMol25 structures with the same formula, charge and spin = 311.25 kJ/mol
Charge = +3

No. 2
Below is C14H33Br2I2O8P4 as an isolated structure in a non-equilibrium geometry, with properties calculated with wB97M-V/def2-TZVPD.

Structure (XYZ):
```
63
Properties=species:S:1:pos:R:3:forces:R:3:lowdin_charge:R:1
C 0.438 -3.408 2.070 -0.9 0.5 1.2 -0.134
C -1.119 -3.150 2.036 -0.1 0.4 -1.3 -0.721
Br -2.064 -3.212 3.736 0.9 -0.1 -1.2 0.709
C -1.808 -2.863 0.871 1.1 -0.2 0.9 -0.827
Br -0.695 -2.846 -0.782 -1.3 0.0 1.1 0.719
P -3.601 -2.480 0.648 -0.3 0.5 -0.4 0.731
C -4.090 -0.667 0.566 0.4 0.9 0.1 -0.905
I -4.510 -0.154 -1.538 0.0 -0.2 0.6 0.857
C -3.076 0.404 1.109 0.2 0.8 -1.3 -0.849
C -1.643 0.400 0.439 0.2 0.9 0.9 -0.206
I -2.979 0.496 3.310 0.0 -0.2 -1.0 0.828
P -4.981 -3.505 2.003 -0.3 -1.7 1.5 0.695
C -6.510 -4.057 1.033 0.4 1.0 -0.6 -0.301
C -5.618 -2.355 3.349 -0.5 1.0 0.1 -0.357
H 0.635 -4.455 1.733 -0.1 0.9 0.1 0.100
H 1.016 -2.634 1.487 -0.8 -0.9 0.4 0.068
H 0.752 -3.291 3.148 -0.3 -0.3 -1.2 0.081
H -3.941 -3.014 -0.645 0.4 0.3 0.8 0.016
H -5.080 -0.540 1.088 1.1 -0.4 -0.5 0.035
H -3.516 1.412 0.837 0.3 -1.3 0.5 0.067
H -1.688 0.261 -0.673 -0.1 -0.1 1.1 0.033
H -0.917 -0.301 0.932 -0.9 0.5 -0.7 0.027
H -1.218 1.436 0.615 -0.4 -1.2 -0.2 0.095
H -6.504 -5.171 0.925 0.1 1.1 0.1 0.047
H -7.399 -3.731 1.635 0.8 -0.2 -0.8 0.051
H -6.455 -3.540 0.029 -0.7 -0.8 1.0 0.037
H -4.846 -2.181 4.152 -0.8 -0.2 -1.0 -0.004
H -5.986 -1.357 2.965 0.5 -1.0 0.4 0.033
H -6.526 -2.833 3.833 1.2 0.2 -0.7 0.063
C 5.926 1.073 -0.445 0.3 -0.1 -0.3 -0.126
O 5.621 1.372 0.924 -2.8 -0.4 -2.1 -0.242
P 4.189 0.647 1.534 3.3 -0.4 8.4 0.700
O 4.197 1.481 2.806 -0.7 0.0 -1.9 -0.280
O 4.940 -0.788 1.748 -1.4 -0.1 -1.0 -0.284
C 5.998 -0.866 2.695 0.7 0.1 0.0 -0.104
O 2.691 -0.120 1.833 0.7 0.3 -2.9 -0.263
C 1.628 0.705 2.288 -0.2 0.3 -0.1 -0.136
H 6.890 1.519 -0.688 -0.1 0.0 0.1 0.091
H 5.992 -0.008 -0.599 0.0 0.0 0.0 0.082
H 5.162 1.493 -1.101 0.2 0.0 -0.1 0.079
H 5.992 -0.038 3.403 -0.2 0.1 -0.1 0.086
H 6.953 -0.878 2.165 0.0 0.0 0.1 0.089
H 5.894 -1.800 3.249 -0.1 0.0 -0.1 0.090
H 1.629 1.667 1.774 -0.1 0.0 0.2 0.086
H 1.708 0.852 3.365 0.2 0.1 -0.1 0.095
H 0.687 0.194 2.078 0.1 -0.1 -0.1 0.044
C 1.411 3.278 -6.545 -0.1 -0.1 -0.4 -0.130
O 1.972 2.737 -5.342 -1.2 3.3 0.2 -0.246
P 1.265 3.298 -3.882 1.7 -7.4 4.6 0.700
O 2.355 2.689 -3.011 -0.5 1.5 -1.0 -0.300
O -0.008 2.284 -4.047 -0.4 1.4 0.1 -0.280
C 0.234 0.887 -3.998 0.2 -0.4 -0.5 -0.111
O 0.439 4.093 -2.616 -0.1 1.1 -3.0 -0.252
C 1.233 4.805 -1.676 0.2 0.5 0.2 -0.134
H 1.885 2.790 -7.397 0.1 0.0 0.2 0.091
H 0.334 3.092 -6.588 0.0 0.0 0.0 0.083
H 1.602 4.352 -6.599 0.0 -0.1 -0.2 0.082
H 1.195 0.640 -3.547 0.0 0.2 0.0 0.083
H 0.200 0.483 -5.012 0.0 -0.1 0.1 0.090
H -0.556 0.420 -3.409 -0.1 0.2 0.0 0.075
H 2.055 5.326 -2.167 0.1 -0.1 0.3 0.087
H 1.619 4.117 -0.924 0.1 -0.1 -0.2 0.081
H 0.596 5.540 -1.180 -0.1 0.0 -0.2 0.088
```
Forces are in eV/Å.

Properties
Kohn-Sham gap = 7.47 eV
Charge = +1

No. 3
Below is C14H33CaGeN2O5 as an isolated structure in a non-equilibrium geometry, with properties calculated with wB97M-V/def2-TZVPD.

Structure (XYZ):
```
56
Properties=species:S:1:pos:R:3:forces:R:3:lowdin_spin:R:1
Ca 0.476 -0.220 -0.331 -1.2 2.3 -0.8 0.023
C -1.935 3.304 1.296 0.1 -0.3 -0.2 0.000
C -1.223 2.809 0.033 -0.1 0.9 0.0 0.000
C -1.970 3.302 -1.217 0.2 -0.3 0.3 0.000
C 0.205 3.369 0.025 -0.3 -0.3 0.0 0.007
O -1.151 1.410 -0.007 -0.4 -0.7 0.2 0.001
Ge -1.763 0.180 1.373 -0.1 0.2 0.0 0.000
O -1.432 -1.185 0.044 -0.2 0.1 0.8 0.001
C -2.377 -1.903 -0.698 -0.9 -0.6 -0.5 0.000
C -2.151 -1.614 -2.185 0.1 0.0 0.3 0.000
C -2.164 -3.400 -0.427 0.1 0.4 0.1 0.000
C -3.804 -1.487 -0.329 0.4 0.0 0.1 0.000
O 0.129 0.005 1.780 -0.7 0.6 0.5 0.002
C 0.716 -0.675 2.860 0.4 -0.4 1.1 0.000
C 1.619 0.321 3.607 -0.3 -0.1 -0.3 0.000
C 1.554 -1.836 2.318 -0.2 0.4 -0.1 0.000
C -0.349 -1.230 3.814 0.1 0.3 -0.3 0.000
H -1.980 4.388 1.319 0.0 0.1 0.0 0.000
H -2.948 2.904 1.332 -0.1 0.0 0.0 0.000
H -1.397 2.955 2.176 0.0 0.0 0.2 0.000
H -1.944 4.386 -1.287 0.0 0.2 0.0 0.000
H -1.497 2.886 -2.107 0.0 0.0 -0.1 0.000
H -3.008 2.974 -1.188 -0.1 0.0 0.0 0.000
H 0.194 4.454 0.090 0.1 0.1 0.0 0.000
H 0.738 2.958 0.882 0.1 0.1 0.1 0.001
H 0.708 3.057 -0.892 0.1 0.1 0.0 0.004
H -1.165 -1.974 -2.474 0.0 0.0 -0.1 0.000
H -2.904 -2.109 -2.794 -0.1 0.0 -0.1 0.000
H -2.205 -0.536 -2.348 -0.1 0.1 -0.1 0.000
H -1.126 -3.661 -0.638 0.0 0.0 0.0 0.000
H -2.371 -3.620 0.620 0.0 0.0 0.1 0.000
H -2.809 -4.013 -1.050 -0.1 -0.1 -0.1 0.000
H -3.931 -0.422 -0.527 -0.1 0.1 0.0 0.000
H -4.531 -2.043 -0.914 -0.1 -0.1 -0.1 0.000
H -3.994 -1.668 0.728 -0.1 0.0 0.1 0.000
H 2.338 0.747 2.907 0.1 0.0 0.0 0.000
H 1.017 1.130 4.022 0.0 0.0 0.0 0.000
H 2.159 -0.169 4.414 0.1 0.0 0.1 0.000
H 2.326 -1.457 1.649 0.1 -0.1 0.0 0.000
H 2.017 -2.389 3.131 0.1 -0.1 0.0 0.000
H 0.914 -2.506 1.743 0.0 -0.1 0.0 0.000
H -0.978 -0.422 4.190 0.0 0.0 0.1 0.000
H -0.978 -1.941 3.278 -0.1 -0.1 0.0 0.000
H 0.115 -1.737 4.657 0.0 0.0 0.1 0.000
N 0.857 -0.126 -2.908 0.2 0.2 -0.2 0.006
N 1.161 -1.509 -2.884 0.1 -0.2 -0.5 0.001
C 1.949 -2.019 -1.809 0.6 -1.1 -1.2 0.002
O 2.408 -3.134 -1.971 0.1 -0.4 -0.2 0.002
O 2.066 -1.272 -0.807 2.4 -0.8 0.1 0.020
H 0.059 0.014 -3.525 0.1 0.0 0.2 0.000
H 1.639 0.435 -3.264 -0.3 -0.3 0.1 0.001
H 1.430 -1.945 -3.766 -0.1 0.2 0.3 0.000
C 3.126 1.524 -0.842 0.4 0.2 0.0 0.775
H 3.701 0.638 -0.676 0.0 -0.4 0.0 0.047
H 3.014 2.220 -0.035 -0.2 0.2 0.3 0.055
H 3.054 1.900 -1.845 -0.2 0.1 -0.2 0.052
```
Forces are in eV/Å.

Properties
Multiplicity = 2
Kohn-Sham gap (spin up / spin down) = 8.87 / 7.98 eV
Energy above the lowest of the compared OMol25 structures with the same formula, charge and spin = 29.98 kJ/mol
Expectation value of S² = 0.7530

No. 4
Below is C14H33ClIN4OP2Sc as an isolated structure in a non-equilibrium geometry, with properties calculated with wB97M-V/def2-TZVPD.

Structure (XYZ):
```
57
Properties=species:S:1:pos:R:3:forces:R:3:lowdin_charge:R:1
C 0.010 0.789 -8.130 0.0 0.1 0.2 -0.080
C 0.014 1.408 -6.745 0.0 3.2 -0.2 -0.787
H 0.013 1.595 -8.876 0.0 -0.1 0.4 0.100
H -0.887 0.176 -8.270 0.2 0.0 0.2 0.090
H 0.902 0.169 -8.271 -0.2 0.0 0.2 0.091
O 0.023 2.582 -6.473 0.0 -2.9 -0.6 0.020
I 0.003 -0.005 -5.050 0.0 -0.3 0.1 0.726
Sc -0.002 -0.249 -0.325 0.0 -1.3 -0.1 0.579
P 2.636 -0.031 -0.714 2.3 -0.3 -0.3 0.728
C 3.747 1.124 0.184 -0.6 0.4 0.3 -0.248
C 3.404 -1.659 -0.297 -0.6 -0.2 0.3 -0.252
H 4.481 -1.664 -0.536 -0.5 0.2 0.1 0.076
H 4.352 -0.049 -2.446 -0.3 0.0 0.1 0.074
H 2.887 -2.442 -0.872 0.3 0.2 0.2 0.031
H 2.737 -0.574 -3.051 0.2 0.1 -0.1 0.022
H 3.557 1.054 1.263 0.2 0.1 -0.2 0.030
H 3.270 -1.878 0.773 0.1 0.0 -0.3 0.039
C 3.271 0.140 -2.416 -0.7 0.2 -0.2 -0.261
H 4.810 0.909 -0.009 -0.5 -0.1 0.0 0.076
H 3.051 1.151 -2.771 0.1 -0.1 -0.1 0.055
H 3.518 2.152 -0.134 0.2 -0.2 0.1 0.060
P -2.634 0.002 -0.715 -2.4 -0.3 -0.3 0.727
C -3.723 1.174 0.186 0.5 0.4 0.3 -0.248
C -3.266 0.186 -2.416 0.7 0.2 -0.2 -0.260
H -2.923 -2.404 -0.878 -0.3 0.2 0.2 0.032
H -4.505 -1.601 -0.541 0.5 0.2 0.1 0.076
H -3.298 -1.837 0.768 -0.2 0.0 -0.3 0.039
C -3.428 -1.614 -0.302 0.6 -0.3 0.3 -0.252
H -2.742 -0.534 -3.051 -0.2 0.1 -0.1 0.022
H -4.349 0.011 -2.445 0.3 0.0 0.1 0.074
H -4.790 0.978 -0.005 0.5 -0.1 0.0 0.076
H -3.478 2.198 -0.131 -0.2 -0.2 0.1 0.061
H -3.032 1.194 -2.769 -0.1 -0.1 -0.1 0.055
H -3.533 1.101 1.266 -0.2 0.1 -0.2 0.030
Cl -0.014 -2.344 -1.296 0.0 1.0 0.5 0.110
C -0.005 1.202 2.239 0.0 0.1 1.5 -0.156
N -0.006 -0.282 1.899 0.0 0.6 -0.1 -0.213
C -1.233 -0.880 2.564 -0.2 -0.3 1.2 -0.153
N -1.230 -0.683 4.029 0.7 0.2 -1.2 -0.069
C -1.196 0.768 4.300 0.1 -0.1 0.0 -0.136
N -0.002 1.434 3.717 0.0 -1.0 -1.1 -0.058
C 1.192 0.765 4.297 -0.2 -0.1 0.0 -0.137
N 1.222 -0.687 4.027 -0.7 0.2 -1.2 -0.068
C 1.225 -0.880 2.560 0.1 -0.2 1.2 -0.152
C -0.004 -1.301 4.587 0.0 0.1 -0.2 -0.130
H -0.918 1.662 1.828 0.3 -0.1 0.0 0.124
H 0.907 1.660 1.823 -0.2 -0.1 0.0 0.125
H -1.232 -1.960 2.357 -0.1 0.3 -0.1 0.142
H -2.147 -0.398 2.177 0.5 -0.2 -0.1 0.096
H -1.152 0.900 5.389 -0.2 0.1 -0.3 0.143
H -2.102 1.224 3.884 0.1 0.0 0.2 0.134
H 2.098 1.218 3.879 -0.1 0.0 0.2 0.134
H 1.149 0.897 5.386 0.2 0.1 -0.3 0.143
H 1.226 -1.958 2.348 0.1 0.3 -0.1 0.141
H 2.135 -0.391 2.175 -0.4 -0.2 -0.1 0.095
H -0.003 -1.137 5.668 0.0 -0.2 -0.1 0.140
H -0.007 -2.380 4.361 0.0 0.4 0.2 0.142
```
Forces are in eV/Å.

Properties
Kohn-Sham gap = 6.94 eV
Energy above the lowest of the compared OMol25 structures with the same formula, charge and spin = 27.12 kJ/mol
Charge = +2

no.,DFT total energy (Eh)
1,-2018.5634
2,-8263.5744
3,-3793.5858
4,-3048.3793